ORCA calculation (ωB97M-V with the def2-TZVPD basis set) on a structure of composition C22H24IrN4O2S.

Computed properties:
- Kohn-Sham gap (alpha / beta): 6.25 / 6.35 eV
- Charge: +2
- Multiplicity: 2
- HOMO energy (alpha / beta): -0.548 / -0.549 hartree
- E: -46913.78570 eV
- ΔE to the lowest compared entry with this formula, charge and spin: 27.4 kcal/mol

The geometry in XYZ format:
```
54
Properties=species:S:1:pos:R:3:forces:R:3
Ir 0.12027 0.35492 0.46900 0.7 -2.4 1.5
C 6.11670 -5.29411 -0.98692 0.1 0.1 -0.1
C 5.28036 -4.05666 -0.86399 0.0 -0.1 0.0
C 4.06087 -3.95103 -1.53740 0.0 0.0 0.0
C 3.24937 -2.84736 -1.37351 0.0 0.0 0.0
C 3.69000 -1.82535 -0.53379 -0.1 0.0 -0.1
C 4.93157 -1.86887 0.10396 0.1 0.0 0.0
C 5.71541 -2.98863 -0.07220 0.0 0.0 0.0
S 2.67310 -0.48779 -0.22194 0.6 0.3 0.1
O 3.40014 0.67905 0.16514 0.1 -0.1 -0.1
O 1.62555 -0.36720 -1.25021 -0.4 0.4 -0.3
N 1.62156 -0.87146 1.02635 -1.1 1.1 -0.9
C 1.62331 -0.51078 2.37971 0.8 -0.2 0.4
C 2.49732 -0.85021 3.38213 0.2 -0.1 0.1
C 2.13486 -0.49829 4.67545 0.0 0.0 0.0
C 0.94566 0.18852 4.90914 0.1 0.0 0.0
C 0.15231 0.53273 3.83664 -0.1 0.2 0.0
N 0.50601 0.17489 2.59635 -1.0 0.6 -0.6
H 5.53640 -6.13839 -1.35157 0.0 0.0 0.0
H 6.57764 -5.55298 -0.03476 -0.1 0.0 0.0
H 6.93563 -5.12612 -1.69066 0.0 0.0 0.0
H 3.75291 -4.74938 -2.19980 0.0 0.0 0.0
H 2.30394 -2.76094 -1.89081 0.0 0.0 0.0
H 5.26974 -1.03116 0.70018 0.0 0.0 0.0
H 6.68697 -3.04136 0.40243 0.0 0.0 0.0
H 3.40761 -1.38809 3.15630 0.0 0.0 0.0
H 2.77552 -0.76640 5.50501 0.0 0.0 0.0
H 0.63404 0.45049 5.90945 0.0 0.0 0.0
H -0.76310 1.09496 3.96208 0.0 0.0 -0.1
C -2.31545 2.97967 -0.45565 0.1 0.0 0.0
C -1.10148 3.01319 0.47132 -0.3 0.2 0.2
C -0.72424 4.45492 0.87541 0.0 -0.1 -0.1
C 0.10757 2.35405 -0.12915 0.4 -0.7 0.2
H -3.18740 3.39962 0.04425 0.0 0.0 0.0
H -2.55920 1.96185 -0.76935 0.0 0.0 0.0
H -2.12697 3.57070 -1.35297 0.0 0.0 0.0
H -1.37018 2.50427 1.41202 0.1 0.0 0.0
H -0.39758 5.02033 0.00226 0.0 0.0 0.0
H 0.07675 4.46669 1.61385 0.0 0.0 0.0
H -1.59755 4.94425 1.30462 0.0 0.0 0.0
H 1.07024 2.66541 0.28819 0.0 0.1 0.0
H 0.13359 2.31322 -1.22053 0.1 0.0 0.0
N -5.67661 0.39395 3.03063 0.0 0.0 0.0
C -4.98314 0.14134 2.15221 0.0 0.0 0.0
C -4.09366 -0.16755 1.06666 -0.1 -0.1 0.0
C -4.56730 -0.52334 -0.19649 0.0 0.0 0.0
C -3.65427 -0.82718 -1.19475 -0.1 -0.1 0.0
C -2.30715 -0.74717 -0.91843 0.0 -0.1 0.0
N -1.85401 -0.38265 0.29938 0.0 1.0 -0.4
C -2.72950 -0.10400 1.27607 0.0 -0.1 0.1
H -5.63244 -0.56064 -0.38500 0.0 0.0 0.0
H -3.98571 -1.11840 -2.18123 0.0 0.0 0.0
H -1.55938 -0.98617 -1.66415 0.0 0.1 0.0
H -2.32750 0.15578 2.24555 0.0 0.1 0.0
```
Positions in Å, forces in eV/Å.